Here is a cluster of 16 separate species, C64H128O16 in total at a distorted geometry from OMol25. Energies are from the ωB97M-V functional and the def2-TZVPD basis.

## Properties
spin multiplicity = 1
ΔE to the lowest compared entry with this formula, charge and spin = 341.5 kJ/mol

Each line ends with the Löwdin charge.
Positions of all 208 atoms, in Å:
O -7.345 -0.941 -0.598  -0.135
H 0.522 8.090 0.105  0.122
C 3.743 2.841 -3.599  -0.185
H 2.809 -5.185 -1.868  0.086
O -2.409 -5.581 5.504  -0.141
H -5.322 1.072 0.689  0.088
H 4.937 1.672 -1.365  0.119
H 0.097 -2.023 -1.392  0.093
C 2.271 -1.285 7.136  -0.184
H 6.991 -1.595 -1.906  0.114
H -0.310 -0.042 -5.279  0.087
H 2.762 -6.377 0.256  0.113
C -1.012 -5.683 5.521  -0.186
O 6.630 -3.589 -2.502  -0.136
H 1.164 8.213 1.764  0.115
C 0.108 -0.636 6.840  -0.179
C 3.231 2.018 -7.115  -0.140
C -3.374 1.674 4.121  -0.197
H 3.508 2.060 -0.445  0.119
C 5.321 -1.723 -3.250  -0.186
H 1.109 -2.327 2.220  0.093
H -2.220 4.046 1.102  0.108
H -3.891 -4.657 4.446  0.121
O -3.390 5.716 1.396  -0.148
O 0.404 0.921 -0.117  -0.162
H 1.410 -2.967 8.044  0.121
H 0.941 0.176 -1.942  0.093
C -0.580 -4.870 4.288  -0.139
H 3.005 -0.986 -6.967  0.121
C -3.724 -0.614 3.631  -0.190
C 0.850 2.407 4.053  -0.237
H 2.234 -8.188 -1.336  0.119
C -2.758 4.804 0.532  -0.194
C 4.652 1.465 -6.940  -0.219
H 5.456 3.977 -3.099  0.117
C 2.435 7.080 0.440  -0.148
H -0.584 -5.133 6.359  0.109
C 1.261 2.912 2.751  -0.189
C -1.370 -0.486 -0.591  -0.134
H 5.293 -2.870 2.309  0.125
C 1.999 5.745 -0.215  -0.203
C -4.676 5.262 1.822  -0.183
H -1.623 1.651 0.013  0.102
H -2.165 -3.355 4.038  0.095
H 4.472 -2.149 0.933  0.102
O 0.666 5.502 0.136  -0.170
H 2.963 3.268 -4.229  0.093
C -3.031 -4.076 -1.547  -0.202
O -2.312 0.950 4.715  -0.152
H 1.496 0.771 -7.236  0.110
H 4.042 5.007 -3.118  0.123
H 3.643 -2.431 -2.119  0.092
H -4.067 4.999 -1.181  0.115
H 0.440 1.402 3.946  0.106
H 2.654 4.899 -0.004  0.103
H -1.863 -4.588 0.238  0.098
C -3.990 4.362 -0.300  -0.150
H 2.703 -1.024 6.170  0.115
H -1.981 5.262 -0.080  0.103
C -1.882 3.738 -3.357  -0.142
C 4.383 3.993 -2.907  -0.182
H 1.880 5.895 -1.288  0.100
O 4.472 0.324 -6.154  -0.159
O 4.233 3.663 -1.528  -0.145
H -7.272 0.148 1.167  0.108
H 5.390 2.110 -6.463  0.116
C -4.237 -3.317 0.350  -0.175
C -1.315 -1.643 -4.271  -0.151
H 3.703 3.672 4.825  0.115
H -3.836 3.359 -0.697  0.080
C 1.812 -6.316 -0.275  -0.188
H -8.115 0.934 -0.242  0.117
O -3.308 -1.156 -5.398  -0.143
C 2.678 -0.946 2.689  -0.159
H -3.555 -0.846 2.580  0.095
H -2.174 -3.610 -2.033  0.104
H -0.955 -2.667 -4.374  0.106
H 1.724 1.393 -5.742  0.093
C 2.069 -2.351 2.737  -0.166
C 4.363 -2.402 1.988  -0.192
H 0.991 -8.311 -0.126  0.122
H -3.137 -6.153 3.773  0.116
H 0.191 -0.017 5.946  0.102
H -2.176 -1.102 -0.192  0.093
C 6.690 -2.157 -2.790  -0.175
H 1.639 0.754 7.630  0.117
C -5.199 4.465 0.622  -0.157
O 2.052 2.330 4.803  -0.143
C 2.315 0.936 -6.536  -0.206
C -4.493 0.606 3.961  -0.165
O 0.586 -7.302 -1.959  -0.156
H -2.404 -1.072 5.251  0.110
C -1.877 -4.332 3.648  -0.142
H -1.103 0.623 1.327  0.104
C 1.426 -7.633 -0.860  -0.211
C 3.122 -3.248 2.155  -0.164
H 5.041 -4.958 -2.125  0.105
H 0.189 3.125 4.539  0.131
H -7.066 -0.423 -2.504  0.126
H -1.801 -4.400 2.563  0.088
C -7.284 0.312 0.089  -0.178
H 0.158 -4.098 4.505  0.082
H -4.008 -5.229 1.417  0.100
C 1.471 -2.537 7.044  -0.268
H 3.779 2.415 3.574  0.111
H -3.514 -2.874 1.035  0.098
C 4.023 2.266 -1.383  -0.189
H 5.252 -3.798 -0.950  0.097
H 2.733 -3.541 1.179  0.094
C -2.352 -0.468 4.345  -0.165
H 0.676 5.875 2.208  0.098
H 1.933 -3.255 6.366  0.116
C 3.109 -0.235 -6.184  -0.165
H 2.010 -0.288 -0.692  0.110
C -5.281 -0.069 -1.239  -0.163
H -2.472 -5.968 -0.615  0.116
H 3.102 -1.397 7.833  0.114
H -0.151 6.456 -3.783  0.123
H 2.141 2.279 -2.363  0.096
C -0.511 3.361 -2.838  -0.185
H 3.193 2.935 -6.528  0.092
O -1.760 5.212 -3.375  -0.134
C 3.110 3.048 4.156  -0.172
C -6.466 -0.841 -1.696  -0.222
C -5.894 0.927 -0.228  -0.154
C -2.865 -1.527 -4.110  -0.186
O -3.793 -3.010 -0.984  -0.192
H 2.905 4.278 2.254  0.099
H -6.022 1.873 -0.754  0.096
H 0.390 3.325 2.243  0.111
H 1.332 4.480 -2.816  0.092
H 2.435 -0.295 3.528  0.114
C 0.954 -0.099 -0.888  -0.240
H -3.316 -2.487 -3.860  0.111
H -2.539 0.793 -5.558  0.110
H -2.044 3.317 -4.350  0.112
C -0.439 5.675 -3.079  -0.197
C 0.345 6.323 1.271  -0.177
H -4.868 -5.300 -0.159  0.121
H -0.690 -6.722 5.601  0.117
H -4.588 4.652 2.721  0.104
H -0.168 2.380 -3.167  0.109
H -4.623 0.519 -1.878  0.105
H -0.533 3.497 -1.757  0.116
H 3.111 7.012 1.292  0.110
H 0.230 -1.696 0.320  0.092
H -2.494 -0.272 -6.998  0.120
C -1.002 -0.850 -5.517  -0.165
H 3.875 -3.150 -3.617  0.104
H -1.539 -0.801 3.700  0.104
H -1.652 -0.102 -1.571  0.097
C 4.444 -2.819 -2.748  -0.172
H -4.979 0.533 4.934  0.119
H -5.714 3.606 1.051  0.094
H 0.606 4.384 -4.393  0.121
C 3.153 1.933 -2.573  -0.164
H 1.144 -5.933 0.497  0.105
C 0.979 -5.981 -2.487  -0.144
H 5.111 -0.697 -2.949  0.101
C -2.961 -5.199 4.269  -0.211
H 7.465 -1.959 -3.530  0.120
C -1.021 0.773 0.250  -0.113
H -3.118 -0.750 -3.389  0.099
H -4.589 -0.751 -0.744  0.080
C 2.339 3.932 3.119  -0.145
H 0.940 -0.485 8.740  0.115
H -0.315 6.070 -2.071  0.101
H 1.353 -4.378 -1.098  0.095
C -4.051 -4.842 0.399  -0.141
O 0.270 -2.056 6.592  -0.137
C 5.312 -3.907 -2.033  -0.174
H 2.975 7.724 -0.254  0.110
H 4.437 2.309 -4.250  0.107
H 5.017 1.175 -7.926  0.111
H -3.148 2.134 3.159  0.105
H 1.887 -2.613 3.779  0.092
C 1.299 -0.277 7.732  -0.147
C -0.041 -1.249 -0.636  -0.147
H 3.174 -4.128 2.796  0.116
H -5.327 6.091 2.099  0.119
C 0.372 4.445 -3.330  -0.201
H -0.721 6.493 1.417  0.112
H -5.220 0.789 3.170  0.099
H 3.053 2.185 -8.177  0.109
C -2.714 -4.941 -0.343  -0.168
H 2.478 -0.467 1.731  0.104
H 5.301 -1.673 -4.339  0.104
H -0.757 -0.369 7.447  0.121
C 1.103 7.584 0.876  -0.178
H -0.519 -1.394 -6.328  0.113
H 2.750 -0.686 -5.259  0.114
H 2.053 4.862 3.610  0.105
C 1.834 -5.309 -1.397  -0.161
H -3.794 2.386 4.832  0.118
H 3.182 0.865 -2.793  0.103
O 4.084 -1.238 2.754  -0.141
C -2.338 -0.215 -5.921  -0.162
H -0.171 -5.491 3.491  0.099
H -2.586 3.376 -2.609  0.092
H -4.207 -1.475 4.093  0.107
H -6.151 -1.848 -1.970  0.117
H 0.091 -5.385 -2.694  0.105
H -5.265 -2.973 0.468  0.125
H -0.812 -1.273 -3.377  0.074
H 1.628 2.083 2.145  0.107
H 1.592 -6.206 -3.361  0.115
H -3.632 -4.682 -2.225  0.124
H -5.940 5.068 0.097  0.108



Here is a cluster of 19 separate species, C64H156N10O47 in total at a distorted geometry from OMol25. Energies are from the ωB97M-V functional and the def2-TZVPD basis.

## Properties
spin multiplicity = 1

Each line ends with the Löwdin charge.
Positions of all 277 atoms, in Å:
H -3.282 -2.127 -4.876  0.103
H -0.010 -4.398 1.533  0.095
H -11.951 1.578 4.309  0.101
C 2.344 4.977 2.669  -0.214
H 11.057 -1.282 0.720  0.149
C -1.755 0.400 -6.594  -0.206
O 3.056 -3.213 -3.860  0.095
H -3.555 -0.836 -6.826  0.094
H -3.191 8.162 0.847  0.134
C 5.678 1.261 6.700  -0.205
C 0.965 -0.008 -4.209  0.063
C 8.600 -1.441 -0.179  -0.163
H -2.962 -2.009 -1.791  0.111
H -11.978 0.156 5.404  0.071
C 4.387 1.848 6.118  -0.182
H -7.324 -4.172 -4.899  0.091
H -1.161 4.243 2.124  0.115
C 4.708 -1.763 3.752  0.077
C 2.687 4.316 1.423  -0.158
C 5.863 5.477 -1.149  -0.108
H 0.411 -0.586 -3.476  0.078
H 4.874 -2.745 -0.873  0.084
H -2.938 1.541 -3.791  0.079
H 6.152 6.512 -1.458  0.107
C -11.475 1.099 5.227  -0.144
H -5.135 -4.694 -0.122  0.080
H -2.872 1.752 -0.091  0.074
H 6.223 5.276 -0.132  0.086
O 6.984 -1.516 4.380  0.053
N 0.512 -1.257 3.953  -0.416
H 3.377 2.979 3.815  0.060
O -8.810 0.885 2.334  -0.178
N 6.195 1.762 1.717  -0.364
O 9.347 3.454 6.958  -0.169
H 7.723 2.455 2.887  0.081
H -10.437 -0.955 4.579  0.123
H 2.209 -7.114 -1.304  0.090
C -2.132 2.555 0.012  -0.089
H -6.977 -1.781 -8.116  0.099
H -5.582 -4.584 -4.960  0.076
H 4.898 -7.630 4.785  0.094
C 9.253 2.136 6.436  -0.245
O -2.601 3.733 0.635  -0.170
H -1.739 2.798 -1.041  0.122
C -5.162 -0.824 -1.146  -0.063
H 5.139 2.705 -1.729  0.089
H -3.762 0.284 -4.688  0.066
H -5.006 3.715 0.851  0.080
H 2.222 7.164 0.432  0.134
C -9.658 -0.151 2.743  -0.215
C -4.880 3.979 -2.693  0.069
O -3.854 -0.608 -0.564  -0.218
H -9.888 -1.879 -2.772  0.090
C 4.121 -3.354 -5.800  0.038
H -7.828 -0.522 -6.225  0.155
H 0.976 5.584 4.932  0.086
H 9.426 2.248 5.293  0.147
O 4.489 1.599 4.748  -0.229
H 1.697 -0.036 0.084  0.089
C 8.007 1.413 6.690  -0.163
C -1.830 -3.748 -4.716  -0.159
H -4.567 0.570 3.172  0.103
O 1.006 4.612 3.106  -0.188
H -3.016 7.972 -0.900  0.115
H 4.204 7.299 -0.534  0.130
H -5.928 -0.332 -0.513  0.091
C -8.826 1.268 0.929  -0.125
C -1.298 8.813 0.058  -0.246
O 5.479 0.819 1.431  0.036
H 3.095 4.775 3.444  0.110
C 10.298 -0.696 1.374  -0.186
O 6.407 -3.272 3.374  0.069
O -5.840 2.029 -3.616  0.031
H 12.306 0.738 4.307  0.106
C 0.121 -6.489 1.109  -0.180
H 0.388 -7.453 1.530  0.126
H -5.196 -4.173 1.617  0.079
H -0.777 -2.862 4.403  0.111
H 10.138 1.427 1.418  0.130
H -0.681 0.122 -6.861  0.146
O 1.688 -1.585 4.055  0.042
O -1.628 10.120 -0.233  -0.173
O -6.365 -2.019 -6.165  -0.151
H -10.577 -0.065 2.193  0.112
O 4.490 5.404 -1.112  -0.186
H -0.827 12.074 -0.055  0.098
O 9.241 -0.340 0.488  -0.171
H 4.266 1.238 -2.175  0.056
N 2.318 -0.091 -3.568  -0.414
H 2.463 3.269 1.453  0.121
H 2.097 -4.447 3.944  0.106
O -1.842 0.660 -5.247  -0.223
C -2.002 5.927 1.345  -0.173
H -1.468 -1.180 0.167  0.147
C -8.081 2.641 0.800  -0.193
O 3.827 3.160 -3.851  0.066
H 4.127 -2.530 4.107  0.051
N -5.925 2.909 -2.744  -0.406
H 8.124 0.528 6.065  0.116
H 4.058 -4.893 2.424  0.132
O 0.118 -0.107 4.078  0.062
N -3.503 -5.118 1.040  -0.413
O -2.756 -4.522 0.245  0.037
H -3.528 1.910 -5.506  0.113
O -6.672 2.541 0.877  -0.224
H 5.561 1.342 7.775  0.118
C -6.091 3.839 1.024  -0.086
C 6.922 1.790 3.053  0.080
H -5.432 -1.205 -7.849  0.101
H 4.966 -1.025 -0.540  0.077
H -9.889 1.433 0.765  0.111
H -5.404 4.829 -2.294  0.091
H 3.120 -7.634 4.691  0.065
O 10.471 0.719 3.277  -0.208
O 6.345 2.772 1.000  0.031
H 11.991 -0.750 3.405  0.097
O 2.324 -0.163 -2.376  0.052
C 10.719 0.642 1.916  -0.239
H -6.224 4.180 2.043  0.087
H -0.872 -3.163 -0.873  0.099
C 5.543 -1.980 -0.497  -0.109
C 3.336 1.922 4.047  -0.086
H 2.240 -7.660 0.370  0.084
H -2.066 -4.416 -5.536  0.111
C 1.168 -2.702 -0.323  -0.108
H -0.799 4.507 0.480  0.124
H 5.900 -2.156 0.550  0.087
H -8.712 -0.462 4.522  0.114
O 0.663 -6.434 -0.212  -0.190
H 1.012 -0.461 -5.145  0.046
H -1.325 2.210 0.585  0.069
H 3.618 1.179 6.511  0.135
H -0.964 -6.438 0.970  0.101
H -4.735 -3.598 -7.288  0.119
O -5.893 -2.004 2.364  0.059
C 3.938 6.284 -0.220  -0.287
C 2.051 -6.789 -0.268  -0.087
C -2.494 -0.902 -7.088  -0.141
C -2.504 7.846 0.035  -0.185
N -4.899 -1.330 2.446  -0.455
N 3.338 2.980 -2.773  -0.427
H 0.219 -3.155 -2.148  0.130
C -2.696 -5.412 -3.107  -0.072
O 1.107 -1.883 0.910  -0.208
H 7.820 -0.271 -1.945  0.143
O 1.978 -2.478 -5.623  0.035
H 1.679 -0.286 1.899  0.053
O 1.878 -5.051 2.015  -0.140
H -0.037 -2.836 2.759  0.069
O -10.091 0.978 5.053  -0.181
H -4.493 4.184 -3.673  0.089
H 4.307 -5.298 4.133  0.117
C -1.498 -0.756 -0.874  -0.135
O -6.458 -4.351 -8.103  -0.196
H 6.900 -0.057 -0.362  0.111
H -6.698 -5.856 -5.073  0.116
H 3.498 2.357 -0.898  0.087
H 0.086 10.995 -1.016  0.071
H -2.211 -5.492 -2.153  0.059
C -0.042 -2.602 -1.233  -0.192
O 1.933 5.012 0.374  -0.132
C -6.996 -0.899 -5.546  -0.182
H 7.323 0.822 3.275  0.082
H -0.004 10.880 0.780  0.074
H -8.500 0.388 0.310  0.134
H -1.414 -1.738 3.244  0.079
O -6.872 3.095 -2.047  0.078
C 7.498 -0.783 -0.997  -0.190
H -6.274 -0.120 -5.414  0.098
C -9.709 -0.184 4.258  -0.155
O -3.815 -1.811 2.602  0.067
H 7.924 1.092 7.728  0.129
H -8.343 3.078 -0.199  0.116
H 4.636 -0.835 4.339  0.089
H 5.836 0.182 6.471  0.129
H 6.268 2.120 3.828  0.069
H -6.071 0.315 2.362  0.096
O -3.080 -5.735 1.987  0.065
C -1.625 4.508 1.175  -0.259
C -6.539 -4.859 -4.629  0.050
H -0.606 5.159 4.356  0.107
H 3.825 4.416 1.225  0.138
H -6.818 -6.250 -8.605  0.075
H -1.299 0.322 -0.834  0.105
C 3.750 -5.576 3.232  -0.170
C 4.157 2.198 -1.741  0.064
H 8.111 -2.184 0.453  0.123
H -2.942 -0.301 -2.415  0.126
H -0.535 8.294 -0.549  0.130
H 0.343 6.561 3.598  0.091
H -11.682 1.825 6.052  0.096
H -6.524 -1.661 -3.634  0.110
H -5.304 -6.087 -7.799  0.104
H 4.459 -2.575 -6.451  0.095
C 0.402 5.510 3.987  -0.149
C -4.968 -4.962 0.912  0.073
C -5.968 -5.586 -8.598  -0.114
H -9.169 -1.070 2.412  0.126
H 1.775 -6.157 3.844  0.139
N 6.164 -2.196 3.826  -0.437
H -3.788 -5.552 -2.897  0.083
H 10.089 1.480 6.845  0.140
O -2.583 -4.067 -3.560  -0.234
N 2.953 -2.964 -5.013  -0.437
O 4.080 -6.999 2.937  -0.202
H 0.669 1.053 -4.249  0.119
H 11.133 3.668 5.971  0.108
H 2.691 -5.991 0.088  0.074
C -0.505 -2.245 3.546  0.054
H -0.719 -3.824 -4.418  0.139
H 4.536 -1.440 2.740  0.079
C -4.981 0.124 2.296  0.060
O 2.173 3.273 -2.454  0.023
H 2.050 6.338 -1.201  0.152
C 11.470 0.039 3.995  -0.117
O -0.401 -1.318 -1.616  -0.153
C -2.253 -2.274 -5.087  -0.132
H -6.517 4.511 0.287  0.078
H 2.135 -2.500 -0.825  0.121
O -7.024 -5.636 -2.562  0.100
C -3.091 1.140 -4.799  -0.102
H -5.359 -5.943 1.084  0.097
O -8.426 -2.320 -4.304  -0.188
H 11.229 3.043 7.688  0.083
C 2.454 6.211 -0.156  -0.199
H 2.948 -0.953 0.911  0.070
H 2.339 1.679 4.527  0.118
H 2.379 6.117 2.614  0.145
H -0.925 8.887 1.137  0.135
H -9.772 -3.537 -3.324  0.119
H 4.117 -8.859 3.671  0.097
H -5.040 -3.331 -9.028  0.126
O 6.575 -1.780 -1.442  -0.204
N -6.501 -4.777 -3.172  -0.435
H 10.755 4.758 7.389  0.086
H -2.988 5.955 1.797  0.130
H -2.311 -1.049 -8.124  0.111
C -7.428 -1.356 -4.198  -0.242
C -6.114 -1.996 -7.585  -0.143
H 4.432 6.103 0.785  0.133
O 3.329 -0.098 -4.249  0.051
H 11.731 0.980 1.666  0.127
C -9.120 -2.607 -3.092  -0.088
C -0.515 11.009 -0.153  -0.093
H 3.841 -4.209 -6.358  0.088
H 10.956 -0.405 4.838  0.083
O -2.113 6.474 0.024  -0.121
H -2.111 1.268 -7.143  0.116
O -1.942 -2.130 -6.507  -0.159
H -8.369 3.247 1.667  0.128
H -4.055 3.627 -2.018  0.110
H 4.335 2.851 6.401  0.117
H 0.083 -5.408 2.907  0.123
H -5.180 -0.404 -2.152  0.069
O -5.929 -3.800 -2.648  0.014
H -4.598 0.304 1.294  0.080
H 9.350 -1.875 -0.842  0.126
H -1.302 6.434 1.989  0.105
H -5.418 -1.856 -1.249  0.057
C -5.500 -3.351 -8.033  -0.206
H 3.475 1.354 3.159  0.067
H -5.401 -5.554 -9.582  0.106
H 1.228 -3.734 0.070  0.098
C 10.713 3.739 7.026  -0.136
C 0.493 -5.281 1.902  -0.226
H 10.018 -1.367 2.220  0.136
C 2.315 -5.299 3.350  -0.204
H -2.269 -6.110 -3.809  0.084
H -7.755 -0.390 -3.721  0.141
C 4.014 -7.843 4.113  -0.100
H -1.631 -1.509 -4.584  0.110
C 1.882 -0.707 0.938  -0.093
H -8.429 -2.897 -2.343  0.057
H 6.219 4.739 -1.818  0.074
O 6.746 2.112 6.300  -0.121
H 4.955 -3.597 -5.098  0.119
C -2.851 -0.987 -1.518  -0.164



| no. | frontier orbital gap (eV) |
| --- | --- |
| 1 | 9.8 |
| 2 | 8.9 |